DFT (ωB97M-V with the def2-TZVPD basis set) results for a 18-piece molecular cluster, C84H206BrN12O20 overall.

Calculated values
- E_HOMO (eV) = -11.794
- orbital gap (eV) = 0.715
- net charge = +5
- LUMO level (eV) = -11.08

Last columns: bonded neighbours and bond lengths (Å).
CARTESIAN COORDINATES (ANGSTROEM)
1 C 4.782 8.472 7.145  C2 1.347, H12 1.079, H13 1.170
2 C 5.365 8.997 8.239  C1 1.347, H14 1.069, H15 1.069
3 N 6.474 12.538 -0.927  C4 1.435, C5 1.269, C7 1.515
4 C 7.632 13.376 -0.806  N3 1.435, H16 1.054, H17 1.094, H18 1.052
5 C 6.497 11.294 -1.181  N3 1.269, C6 1.452, H20 1.144
6 C 7.710 10.525 -0.964  C5 1.452, H21 1.090, H22 1.061, H23 1.043
7 C 5.192 13.309 -0.690  N3 1.515, C8 1.476, H24 1.029, H25 1.130
8 C 4.961 14.014 -1.967  C7 1.476, O9 1.398, H26 1.136, H27 1.059
9 O 4.575 12.968 -2.809  C8 1.398, C10 1.694
10 C 4.531 13.309 -4.468  O9 1.694, H28 1.111, H29 1.126, H30 1.128
11 H -5.862 12.000 1.542  no bonds
12 H 5.443 8.131 6.364  C1 1.079
13 H 3.628 8.340 7.005  C1 1.170
14 H 6.408 9.084 8.460  C2 1.069
15 H 4.781 9.283 9.087  C2 1.069
16 H 7.966 13.596 -1.781  C4 1.054
17 H 8.513 12.888 -0.378  C4 1.094
18 H 7.494 14.298 -0.319  C4 1.052
19 H -2.149 1.608 -15.348  no bonds
20 H 5.507 10.849 -1.543  C5 1.144
21 H 7.860 9.884 -1.831  C6 1.090
22 H 7.727 9.960 -0.065  C6 1.061
23 H 8.521 11.178 -0.922  C6 1.043
24 H 5.405 14.047 -0.006  C7 1.029
25 H 4.350 12.581 -0.491  C7 1.130
26 H 5.744 14.586 -2.558  C8 1.136
27 H 4.204 14.744 -2.097  C8 1.059
28 H 5.479 13.839 -4.699  C10 1.111
29 H 3.487 13.683 -4.666  C10 1.126
30 H 4.634 12.233 -4.791  C10 1.128
31 C -8.719 -0.886 0.972  C32 1.517, H41 1.089, H42 1.077, H43 1.150
32 C -7.928 -0.744 2.259  C31 1.517, N33 1.510, H44 1.101, H45 1.095
33 N -8.750 -0.403 3.479  C32 1.510, C34 1.472, C35 1.560, C37 1.518
34 C -9.394 0.910 3.310  N33 1.472, H46 1.085, H47 1.086, H48 1.144
35 C -9.872 -1.463 3.701  N33 1.560, C36 1.489, H49 1.113, H50 1.100
36 C -10.661 -1.268 4.949  C35 1.489, H51 1.082, H52 1.096, H53 1.088
37 C -7.757 -0.359 4.626  N33 1.518, C38 1.527, H54 1.062, H55 1.093
38 C -7.453 -1.682 5.326  C37 1.527, O39 1.432, H56 1.084, H57 1.142
39 O -6.786 -2.654 4.513  C38 1.432, C40 1.401
40 C -5.415 -2.412 4.358  O39 1.401, H58 1.113, H59 1.109, H60 1.087
41 H -9.211 -1.857 0.983  C31 1.089
42 H -8.020 -0.889 0.153  C31 1.077
43 H -9.420 0.023 0.902  C31 1.150
44 H -7.232 0.098 2.125  C32 1.101
45 H -7.334 -1.635 2.483  C32 1.095
46 H -9.756 1.317 4.248  C34 1.085
47 H -10.195 0.904 2.576  C34 1.086
48 H -8.655 1.676 2.888  C34 1.144
49 H -9.352 -2.440 3.820  C35 1.113
50 H -10.502 -1.345 2.808  C35 1.100
51 H -10.233 -1.866 5.743  C36 1.082
52 H -11.734 -1.431 4.799  C36 1.096
53 H -10.630 -0.205 5.181  C36 1.088
54 H -8.205 0.211 5.403  C37 1.062
55 H -6.839 0.104 4.254  C37 1.093
56 H -8.302 -2.211 5.743  C38 1.084
57 H -6.926 -1.287 6.259  C38 1.142
58 H -4.916 -3.384 4.151  C40 1.113
59 H -4.933 -2.047 5.288  C40 1.109
60 H -5.320 -1.692 3.549  C40 1.087
61 C -9.607 1.111 -2.913  C62 1.573, H71 1.085, H72 1.064, H73 1.108
62 C -9.612 2.621 -3.356  C61 1.573, N63 1.483, H74 1.062, H75 1.077
63 N -8.315 3.337 -3.295  C62 1.483, C64 1.549, C65 1.555, C67 1.572
64 C -7.363 2.625 -4.288  N63 1.549, H76 1.109, H77 1.097, H78 1.054
65 C -8.380 4.821 -3.753  N63 1.555, C66 1.513, H79 1.110, H80 1.089
66 C -9.113 4.928 -5.073  C65 1.513, H81 1.121, H82 1.082, H83 1.042
67 C -7.695 3.340 -1.850  N63 1.572, C68 1.487, H84 1.119, H85 1.096
68 C -6.576 4.290 -1.608  C67 1.487, O69 1.464, H86 1.051, H87 1.122
69 O -5.393 3.972 -2.410  C68 1.464, C70 1.399
70 C -4.224 4.648 -2.043  O69 1.399, H88 1.141, H89 1.103, H90 1.111
71 H -9.193 0.480 -3.693  C61 1.085
72 H -10.648 0.898 -2.871  C61 1.064
73 H -9.183 0.839 -1.926  C61 1.108
74 H -10.315 3.047 -2.683  C62 1.062
75 H -9.973 2.652 -4.369  C62 1.077
76 H -7.361 1.524 -4.151  C64 1.109
77 H -6.384 3.095 -4.133  C64 1.097
78 H -7.717 2.852 -5.254  C64 1.054
79 H -7.313 5.111 -3.842  C65 1.110
80 H -8.900 5.438 -3.022  C65 1.089
81 H -10.199 4.797 -4.828  C66 1.121
82 H -8.806 4.328 -5.919  C66 1.082
83 H -9.181 5.928 -5.356  C66 1.042
84 H -7.305 2.355 -1.490  C67 1.119
85 H -8.482 3.720 -1.189  C67 1.096
86 H -6.342 4.063 -0.609  C68 1.051
87 H -6.705 5.398 -1.727  C68 1.122
88 H -3.959 4.411 -0.958  C70 1.141
89 H -4.461 5.724 -2.029  C70 1.103
90 H -3.378 4.310 -2.679  C70 1.111
91 C -1.981 4.632 1.764  C92 1.509, H101 1.086, H102 1.087, H103 1.113
92 C -2.294 3.856 3.020  C91 1.509, N93 1.532, H104 1.098, H105 1.082
93 N -2.817 4.735 4.161  C92 1.532, C94 1.491, C95 1.491, C97 1.552
94 C -3.136 3.891 5.348  N93 1.491, H106 1.092, H107 1.167, H108 1.059
95 C -1.799 5.753 4.548  N93 1.491, C96 1.543, H109 1.152, H110 1.073
96 C -0.574 5.237 5.333  C95 1.543, H111 1.070, H112 1.073, H113 1.082
97 C -4.010 5.572 3.627  N93 1.552, C98 1.510, H114 1.092, H115 1.069
98 C -5.066 5.843 4.672  C97 1.510, O99 1.366, H116 1.106, H117 1.102
99 O -4.571 6.736 5.579  C98 1.366, C100 1.459
100 C -5.254 6.655 6.866  O99 1.459, H118 1.049, H119 1.109, H120 1.065
101 H -2.782 5.330 1.538  C91 1.086
102 H -1.898 3.878 0.985  C91 1.087
103 H -1.012 5.154 1.934  C91 1.113
104 H -1.458 3.304 3.467  C92 1.098
105 H -3.156 3.226 2.843  C92 1.082
106 H -3.510 4.449 6.208  C94 1.092
107 H -2.149 3.341 5.641  C94 1.167
108 H -3.825 3.130 5.089  C94 1.059
109 H -2.378 6.604 5.065  C95 1.152
110 H -1.410 6.141 3.626  C95 1.073
111 H -0.731 4.853 6.320  C96 1.070
112 H 0.277 5.885 5.423  C96 1.073
113 H -0.095 4.411 4.825  C96 1.082
114 H -4.491 4.975 2.849  C97 1.092
115 H -3.521 6.437 3.234  C97 1.069
116 H -5.443 4.922 5.156  C98 1.106
117 H -5.950 6.123 4.077  C98 1.102
118 H -4.923 7.437 7.481  C100 1.049
119 H -5.052 5.714 7.418  C100 1.109
120 H -6.298 6.759 6.689  C100 1.065
121 C 3.851 -0.014 -2.053  C122 1.527, H131 1.062, H132 1.050, H133 1.108
122 C 5.265 0.320 -2.525  C121 1.527, N123 1.559, H134 1.112, H135 1.073
123 N 6.265 -0.870 -2.648  C122 1.559, C124 1.491, C125 1.471, C127 1.527
124 C 6.309 -1.661 -1.384  N123 1.491, H136 1.105, H137 1.045, H138 1.058
125 C 5.865 -1.768 -3.742  N123 1.471, C126 1.514, H139 1.095, H140 1.093
126 C 6.824 -2.912 -3.998  C125 1.514, H141 1.116, H142 1.101, H143 1.104
127 C 7.709 -0.417 -2.850  N123 1.527, C128 1.459, H144 1.096, H145 1.107
128 C 8.036 0.560 -3.884  C127 1.459, O129 1.441, H146 1.091, H147 1.091
129 O 7.831 0.046 -5.215  C128 1.441, C130 1.387
130 C 8.915 0.046 -6.080  O129 1.387, H148 1.091, H149 1.072, H150 1.102
131 H 3.788 -0.764 -1.304  C121 1.062
132 H 3.182 -0.258 -2.824  C121 1.050
133 H 3.460 0.881 -1.530  C121 1.108
134 H 5.799 1.026 -1.853  C122 1.112
135 H 5.195 0.707 -3.523  C122 1.073
136 H 7.078 -2.453 -1.403  C124 1.105
137 H 5.434 -2.226 -1.286  C124 1.045
138 H 6.613 -0.998 -0.619  C124 1.058
139 H 5.796 -1.265 -4.712  C125 1.095
140 H 4.909 -2.188 -3.421  C125 1.093
141 H 7.738 -2.539 -4.518  C126 1.116
142 H 6.296 -3.647 -4.624  C126 1.101
143 H 7.157 -3.478 -3.111  C126 1.104
144 H 8.375 -1.286 -2.886  C127 1.096
145 H 7.928 0.111 -1.902  C127 1.107
146 H 9.060 0.880 -3.684  C128 1.091
147 H 7.478 1.474 -3.676  C128 1.091
148 H 8.906 -0.934 -6.560  C130 1.091
149 H 9.878 0.109 -5.613  C130 1.072
150 H 8.887 0.827 -6.857  C130 1.102
151 C -2.396 -1.779 -7.368  C152 1.546, H161 1.078, H162 1.069, H163 1.060
152 C -2.435 -1.158 -8.783  C151 1.546, N153 1.523, H164 1.090, H165 1.083
153 N -1.110 -1.174 -9.534  C152 1.523, C154 1.467, C155 1.534, C157 1.520
154 C -1.192 -0.387 -10.770  N153 1.467, H166 1.092, H167 1.071, H168 1.072
155 C 0.057 -0.769 -8.625  N153 1.534, C156 1.478, H169 1.117, H170 1.097
156 C -0.051 0.592 -8.058  C155 1.478, H171 1.106, H172 1.093, H173 1.069
157 C -0.982 -2.639 -9.922  N153 1.520, C158 1.553, H174 1.102, H175 1.089
158 C 0.041 -3.097 -10.996  C157 1.553, O159 1.402, H176 1.131, H177 1.121
159 O -0.148 -2.552 -12.274  C158 1.402, C160 1.430
160 C 0.409 -3.353 -13.320  O159 1.430, H178 1.033, H179 1.094, H180 1.062
161 H -3.384 -1.554 -7.003  C151 1.078
162 H -1.636 -1.417 -6.708  C151 1.069
163 H -2.218 -2.821 -7.437  C151 1.060
164 H -2.730 -0.119 -8.642  C152 1.090
165 H -3.078 -1.715 -9.453  C152 1.083
166 H -1.292 0.676 -10.543  C154 1.092
167 H -1.965 -0.738 -11.422  C154 1.071
168 H -0.255 -0.554 -11.263  C154 1.072
169 H 0.974 -0.913 -9.245  C155 1.117
170 H 0.194 -1.576 -7.894  C155 1.097
171 H -0.937 0.735 -7.412  C156 1.106
172 H -0.099 1.282 -8.905  C156 1.093
173 H 0.829 0.808 -7.493  C156 1.069
174 H -1.986 -2.871 -10.311  C157 1.102
175 H -0.711 -3.138 -8.992  C157 1.089
176 H -0.046 -4.224 -11.045  C158 1.131
177 H 1.098 -2.889 -10.687  C158 1.121
178 H 0.032 -4.314 -13.336  C160 1.033
179 H 1.497 -3.360 -13.204  C160 1.094
180 H 0.245 -2.839 -14.234  C160 1.062
181 C 4.213 1.671 1.832  C182 1.551, H191 1.117, H192 1.073, H193 1.096
182 C 5.042 0.928 2.912  C181 1.551, N183 1.527, H194 1.134, H195 1.070
183 N 4.247 0.309 4.060  C182 1.527, C184 1.549, C185 1.509, C187 1.497
184 C 3.221 -0.702 3.492  N183 1.549, H196 1.117, H197 1.080, H198 1.072
185 C 5.230 -0.480 4.889  N183 1.509, C186 1.524, H199 1.146, H200 1.112
186 C 6.055 -1.573 4.219  C185 1.524, H201 1.086, H202 1.104, H203 1.100
187 C 3.574 1.389 4.850  N183 1.497, C188 1.521, H204 1.067, H205 1.096
188 C 2.509 0.893 5.816  C187 1.521, O189 1.433, H206 1.051, H207 1.071
189 O 2.863 -0.237 6.623  C188 1.433, C190 1.470
190 C 1.761 -0.550 7.545  O189 1.470, H208 1.096, H209 1.104, H210 1.091
191 H 4.619 1.381 0.832  C181 1.117
192 H 4.203 2.711 2.093  C181 1.073
193 H 3.202 1.251 1.765  C181 1.096
194 H 5.750 1.699 3.346  C182 1.134
195 H 5.575 0.074 2.548  C182 1.070
196 H 2.951 -1.401 4.321  C184 1.117
197 H 3.781 -1.410 2.899  C184 1.080
198 H 2.436 -0.126 3.044  C184 1.072
199 H 4.630 -0.878 5.781  C185 1.146
200 H 5.972 0.269 5.241  C185 1.112
201 H 6.619 -1.317 3.327  C186 1.086
202 H 5.508 -2.494 3.952  C186 1.104
203 H 6.741 -1.904 5.012  C186 1.100
204 H 3.066 2.143 4.293  C187 1.067
205 H 4.354 1.911 5.415  C187 1.096
206 H 1.550 0.762 5.404  C188 1.051
207 H 2.247 1.768 6.375  C188 1.071
208 H 1.479 0.391 8.031  C190 1.096
209 H 2.140 -1.260 8.301  C190 1.104
210 H 0.924 -0.895 6.936  C190 1.091
211 C -2.526 -7.300 -1.407  C212 1.530, H221 1.091, H222 1.054, H223 1.079
212 C -3.147 -6.487 -0.269  C211 1.530, N213 1.556, H224 1.097, H225 1.042
213 N -3.691 -7.387 0.877  C212 1.556, C214 1.509, C215 1.490, C217 1.531
214 C -4.486 -6.465 1.769  N213 1.509, H226 1.096, H227 1.102, H228 1.090
215 C -4.523 -8.536 0.419  N213 1.490, C216 1.536, H229 1.091, H230 1.131
216 C -5.728 -8.236 -0.485  C215 1.536, H231 1.101, H232 1.065, H233 1.122
217 C -2.424 -7.822 1.616  N213 1.531, C218 1.500, H234 1.110, H235 1.092
218 C -2.683 -8.770 2.749  C217 1.500, O219 1.467, H236 1.088, H237 1.104
219 O -2.692 -10.166 2.298  C218 1.467, C220 1.404
220 C -2.817 -11.061 3.373  O219 1.404, H238 1.101, H239 1.138, H240 1.088
221 H -1.730 -7.945 -1.029  C211 1.091
222 H -2.094 -6.718 -2.172  C211 1.054
223 H -3.323 -7.850 -1.883  C211 1.079
224 H -4.015 -5.976 -0.704  C212 1.097
225 H -2.491 -5.832 0.207  C212 1.042
226 H -5.159 -5.930 1.088  C214 1.096
227 H -3.707 -5.861 2.262  C214 1.102
228 H -5.031 -7.123 2.446  C214 1.090
229 H -4.788 -9.027 1.355  C215 1.091
230 H -3.802 -9.238 -0.098  C215 1.131
231 H -6.340 -7.358 -0.228  C216 1.101
232 H -6.408 -9.049 -0.591  C216 1.065
233 H -5.404 -8.175 -1.557  C216 1.122
234 H -1.998 -6.862 1.974  C217 1.110
235 H -1.682 -8.343 1.005  C217 1.092
236 H -3.650 -8.597 3.215  C218 1.088
237 H -1.925 -8.681 3.546  C218 1.104
238 H -3.703 -10.848 3.990  C220 1.101
239 H -1.936 -11.006 4.092  C220 1.138
240 H -2.813 -12.034 2.887  C220 1.088
241 C 6.650 -7.914 1.705  C242 1.527, H251 1.080, H252 1.123, H253 1.059
242 C 7.790 -8.433 2.578  C241 1.527, N243 1.568, H254 1.079, H255 1.043
243 N 8.583 -7.183 3.096  C242 1.568, C244 1.452, C245 1.516, C247 1.497
244 C 7.837 -6.421 4.082  N243 1.452, H256 1.049, H257 1.105, H258 1.093
245 C 9.835 -7.703 3.775  N243 1.516, C246 1.525, H259 1.102, H260 1.078
246 C 9.523 -8.591 4.974  C245 1.525, H261 1.040, H262 1.103, H263 1.127
247 C 9.008 -6.229 2.025  N243 1.497, C248 1.517, H264 1.113, H265 1.068
248 C 9.613 -6.776 0.745  C247 1.517, O249 1.417, H266 1.071, H267 1.137
249 O 9.686 -5.712 -0.188  C248 1.417, C250 1.404
250 C 8.531 -5.659 -0.985  O249 1.404, H268 1.116, H269 1.081, H270 1.125
251 H 6.810 -6.893 1.391  C241 1.080
252 H 5.669 -7.985 2.247  C241 1.123
253 H 6.530 -8.522 0.846  C241 1.059
254 H 8.520 -8.980 2.002  C242 1.079
255 H 7.379 -8.969 3.373  C242 1.043
256 H 7.080 -5.840 3.647  C244 1.049
257 H 8.632 -5.788 4.517  C244 1.105
258 H 7.415 -7.065 4.858  C244 1.093
259 H 10.484 -6.860 4.063  C245 1.102
260 H 10.343 -8.294 3.029  C245 1.078
261 H 8.961 -9.442 4.768  C246 1.040
262 H 9.031 -8.002 5.766  C246 1.103
263 H 10.515 -8.930 5.386  C246 1.127
264 H 9.739 -5.619 2.600  C247 1.113
265 H 8.173 -5.649 1.698  C247 1.068
266 H 9.130 -7.640 0.335  C248 1.071
267 H 10.644 -7.193 0.981  C248 1.137
268 H 7.822 -5.005 -0.422  C250 1.116
269 H 8.202 -6.641 -1.291  C250 1.081
270 H 8.874 -5.135 -1.920  C250 1.125
271 C -2.282 0.230 2.517  C272 1.562, H281 1.081, H282 1.111, H283 1.071
272 C -2.093 0.878 1.109  C271 1.562, N273 1.544, H284 1.058, H285 1.099
273 N -1.214 0.027 0.166  C272 1.544, C274 1.518, C275 1.536, C277 1.532
274 C -1.750 -1.333 -0.242  N273 1.518, H286 1.059, H287 1.096, H288 1.086
275 C -0.968 0.758 -1.163  N273 1.536, C276 1.511, H289 1.056, H290 1.095
276 C -2.242 1.092 -1.904  C275 1.511, H291 1.103, H292 1.069, H293 1.090
277 C 0.145 -0.151 0.849  N273 1.532, C278 1.522, H294 1.076, H295 1.065
278 C 1.021 -1.238 0.242  C277 1.522, O279 1.382, H296 1.121, H297 1.097
279 O 0.638 -2.516 0.601  C278 1.382, C280 1.397
280 C 1.684 -3.366 0.236  O279 1.397, H298 1.100, H299 1.090, H300 1.093
281 H -3.199 0.618 2.937  C271 1.081
282 H -1.381 0.532 3.093  C271 1.111
283 H -2.351 -0.838 2.490  C271 1.071
284 H -1.595 1.808 1.190  C272 1.058
285 H -3.077 0.989 0.634  C272 1.099
286 H -1.065 -1.689 -0.967  C274 1.059
287 H -2.791 -1.185 -0.553  C274 1.096
288 H -1.769 -1.983 0.628  C274 1.086
289 H -0.375 0.174 -1.814  C275 1.056
290 H -0.467 1.704 -0.934  C275 1.095
291 H -2.677 0.185 -2.357  C276 1.103
292 H -1.850 1.745 -2.653  C276 1.069
293 H -2.913 1.728 -1.327  C276 1.090
294 H -0.209 -0.425 1.828  C277 1.076
295 H 0.553 0.828 0.940  C277 1.065
296 H 2.058 -1.033 0.614  C278 1.121
297 H 1.141 -1.242 -0.849  C278 1.097
298 H 2.601 -2.788 0.422  C280 1.100
299 H 1.567 -3.640 -0.813  C280 1.090
300 H 1.666 -4.235 0.898  C280 1.093
301 N 5.966 -3.243 1.591  O302 1.226, O303 1.260, O304 1.262
302 O 5.886 -4.341 2.130  N301 1.226
303 O 7.048 -2.867 1.064  N301 1.260
304 O 4.959 -2.487 1.508  N301 1.262
305 N -5.907 2.502 1.586  O306 1.208, O307 1.206, O308 1.250
306 O -4.999 3.219 1.235  N305 1.208
307 O -5.855 2.025 2.692  N305 1.206
308 O -6.765 2.040 0.803  N305 1.250
309 C -1.148 -3.122 3.898  C310 1.501, H313 1.098, H314 1.060, H315 1.119
310 C -1.944 -3.702 2.765  C309 1.501, O311 1.281, O312 1.251
311 O -1.780 -4.958 2.567  C310 1.281
312 O -2.790 -3.016 2.150  C310 1.251
313 H -1.195 -2.030 3.995  C309 1.098
314 H -0.150 -3.481 3.892  C309 1.060
315 H -1.575 -3.447 4.879  C309 1.119
316 C 1.283 -2.481 -4.583  C317 1.539, H320 1.086, H321 1.110, H322 1.087
317 C 0.428 -1.289 -4.116  C316 1.539, O318 1.216, O319 1.285
318 O -0.502 -0.923 -4.809  C317 1.216
319 O 0.816 -0.755 -3.014  C317 1.285
320 H 1.550 -2.282 -5.617  C316 1.086
321 H 0.644 -3.370 -4.398  C316 1.110
322 H 2.175 -2.579 -3.970  C316 1.087
323 Br 0.729 2.595 2.666  no bonds